w:
{
  "formula": "C4H9NO2S",
  "method": "ωB97M-V/def2-TZVPD",
  "smiles": "CNC(=O)SCCO",
  "total_charge": 0,
  "homo_ev": -9.533,
  "elements": ["S", "O", "O", "N", "C", "C", "C", "C", "H", "H", "H", "H", "H", "H", "H", "H", "H"],
  "positions_angstrom": [[-0.99, 0.42, -0.02], [2.29, 1.53, 1.07], [1.44, -0.58, -0.53], [-0.29, -2.00, -0.82], [-1.70, -2.35, -0.84], [0.99, 1.99, 1.33], [0.04, 1.91, 0.12], [0.23, -0.79, -0.49], [-2.26, -1.71, -1.52], [-1.78, -3.39, -1.17], [1.11, 3.04, 1.63], [0.64, 2.03, -0.80], [-2.13, -2.27, 0.16], [0.52, 1.46, 2.20], [0.41, -2.69, -1.07], [-0.70, 2.71, 0.16], [2.18, 0.69, 0.59]]
}



x:
{
  "formula": "C4H9NO2S",
  "method": "ωB97M-V/def2-TZVPD",
  "smiles": "C=C(CC)S(N)(=O)=O",
  "total_charge": 0,
  "homo_ev": -10.249,
  "elements": ["S", "O", "O", "N", "C", "C", "C", "C", "H", "H", "H", "H", "H", "H", "H", "H", "H"],
  "positions_angstrom": [[1.40, -1.01, -0.14], [2.62, -0.89, 0.56], [1.51, -1.07, -1.64], [0.49, -2.45, 0.29], [-1.58, 1.74, -0.51], [-0.85, 0.40, -0.70], [0.21, 0.30, 0.29], [0.60, 0.93, 1.43], [-0.90, 2.55, -0.73], [0.14, 1.67, 1.86], [-0.26, 0.42, -1.69], [0.93, -3.13, 0.88], [-1.80, 1.74, 0.55], [-1.62, -0.48, -0.70], [1.45, 0.52, 1.89], [-2.47, 1.61, -1.07], [0.13, -2.84, -0.55]]
}



Consider the structures shown above. The least stable of them is x.